19
Properties=species:S:1:pos:R:3:mulliken_charge:R:1 method="wB97M-V/def2-TZVPD" de_lowest_kcal_mol=57.55 e_homo_ev=-8.258 smiles="C=C(C)C(=C)C.O" total_energy_ev=-8461.858 gap_ev=9.00 total_charge=0
C 0.062 -0.800 -1.702 -1.1689
C 0.706 0.089 -0.651 0.5272
C 2.053 0.017 -0.595 -0.8500
C 0.173 1.394 1.408 -0.9985
C -0.129 1.044 0.149 0.8695
C -1.225 1.685 -0.647 -1.3579
H -0.168 -1.795 -1.288 0.2539
H -0.887 -0.412 -2.077 0.3155
H 0.736 -0.885 -2.561 0.3835
H 2.604 0.141 0.349 0.2005
H 2.573 -0.205 -1.524 0.2682
H -0.496 2.091 1.890 0.3155
H 1.163 1.139 1.763 0.2081
H -0.862 1.873 -1.681 0.3265
H -2.113 1.018 -0.743 0.3165
H -1.643 2.665 -0.396 0.3946
H -0.156 -2.987 2.480 0.3140
H -1.468 -3.434 2.865 0.3117
O -0.926 -2.636 2.962 -0.6301

19
Properties=species:S:1:pos:R:3:mulliken_charge:R:1 method="wB97M-V/def2-TZVPD" de_lowest_kcal_mol=33.89 e_homo_ev=-9.282 smiles=CCO[C@H]1C[C@H]1C total_energy_ev=-8462.884 gap_ev=10.43 total_charge=0
C 2.869 0.397 0.225 -1.2896
C 1.492 0.078 -0.326 -0.1590
O 0.567 0.029 0.750 -0.3890
C -0.458 -0.897 0.579 -0.1389
C -1.758 -0.583 1.240 -0.7615
C -1.660 -0.568 -0.268 0.3018
C -1.745 0.745 -1.009 -1.4070
H 3.204 -0.401 0.895 0.2983
H 2.853 1.333 0.792 0.3093
H 3.594 0.496 -0.590 0.3906
H 1.511 -0.885 -0.857 0.3655
H 1.178 0.844 -1.049 0.2324
H -0.117 -1.935 0.586 0.4250
H -1.820 0.384 1.734 0.2352
H -2.299 -1.385 1.734 0.2661
H -2.113 -1.416 -0.780 0.3469
H -1.321 0.659 -2.016 0.3035
H -2.787 1.071 -1.108 0.3728
H -1.193 1.524 -0.472 0.2976

19
Properties=species:S:1:pos:R:3:mulliken_charge:R:1 method="wB97M-V/def2-TZVPD" de_lowest_kcal_mol=98.36 e_homo_ev=-8.031 total_energy_ev=-8460.089 gap_ev=8.95 total_charge=0
C -2.431 -0.132 0.463 -0.4371
C -0.700 -0.721 -0.180 -0.4999
C 1.749 -0.343 -0.719 -0.7808
C 2.602 -0.538 0.510 -0.8763
C 0.036 0.466 -0.201 0.5108
C 0.046 1.769 -0.018 -0.8945
O -3.373 -0.463 -0.530 -0.5124
H -3.829 0.355 -0.777 0.3037
H -2.590 -0.762 1.338 0.2028
H -2.535 0.914 0.757 0.3501
H -0.962 -1.120 -1.158 0.2718
H -0.384 -1.475 0.539 0.2817
H 2.130 0.421 -1.398 0.3646
H 1.611 -1.257 -1.298 0.3382
H 0.958 2.339 -0.166 0.2791
H -0.826 2.315 0.323 0.2468
H 2.675 0.383 1.098 0.2652
H 2.194 -1.316 1.164 0.2533
H 3.628 -0.837 0.253 0.3328

19
Properties=species:S:1:pos:R:3:mulliken_charge:R:1 method="wB97M-V/def2-TZVPD" de_lowest_kcal_mol=44.89 e_homo_ev=-9.647 smiles=CC1(O)CCCC1 total_energy_ev=-8462.407 gap_ev=10.65 total_charge=0
C 1.969 -0.869 -0.417 -1.7284
C 0.659 -0.211 -0.029 1.1904
O 0.899 0.098 1.362 -0.6284
C 0.164 1.107 -0.585 -1.0193
C -1.160 1.152 0.612 -0.4462
C -1.799 -0.135 0.084 -0.6708
C -0.595 -1.085 -0.160 -0.8495
H 2.785 -0.152 -0.274 0.3520
H 2.011 -1.293 -1.420 0.3624
H 2.117 -1.668 0.322 0.3587
H 0.977 1.065 1.364 0.4228
H 1.022 1.803 -0.765 0.2919
H -0.282 1.016 -1.601 0.2959
H -1.035 0.992 1.716 0.3067
H -1.711 2.080 0.524 0.4108
H -2.285 0.152 -0.849 0.2766
H -2.551 -0.624 0.717 0.3489
H -0.656 -1.530 -1.162 0.2988
H -0.529 -1.898 0.564 0.4268

19
Properties=species:S:1:pos:R:3:mulliken_charge:R:1 method="wB97M-V/def2-TZVPD" de_lowest_kcal_mol=131.66 e_homo_ev=-7.852 total_energy_ev=-8458.645 gap_ev=8.72 total_charge=0
C -1.723 0.613 0.230 -0.5874
C -1.533 0.980 -1.137 -0.3847
O 0.448 0.651 -1.402 -0.6711
C 0.951 0.727 -0.233 -0.0842
C 0.288 -0.065 1.255 -1.3701
C 1.551 -0.412 0.508 0.4778
C 1.504 -1.732 -0.231 -1.3474
H -1.809 1.370 0.999 0.2795
H -2.077 -0.385 0.454 0.3455
H -2.734 1.009 -0.618 0.2514
H -1.397 2.019 -1.408 0.3114
H -1.662 0.249 -1.923 0.2665
H 1.186 1.722 0.186 0.3833
H -0.344 -0.925 1.466 0.5013
H 0.410 0.589 2.118 0.3293
H 2.497 -0.211 1.017 0.3700
H 2.228 -1.756 -1.052 0.3098
H 1.703 -2.572 0.444 0.3695
H 0.513 -1.872 -0.673 0.2496

19
Properties=species:S:1:pos:R:3:mulliken_charge:R:1 method="wB97M-V/def2-TZVPD" de_lowest_kcal_mol=63.64 e_homo_ev=-8.487 smiles="C=C/C=C/CC.O" total_energy_ev=-8461.594 gap_ev=8.81 total_charge=0
C -1.206 -2.282 -0.014 -1.1985
C -1.610 -1.016 -0.846 -0.3213
C 2.636 1.116 -0.405 -0.7191
C 1.385 1.710 -0.326 0.0237
C 0.075 1.086 -0.520 -0.6240
C -0.247 -0.273 -0.735 0.0585
H -0.328 -2.678 -0.453 0.3545
H -1.964 -3.022 -0.003 0.3878
H -0.995 -1.962 1.047 0.2446
H -2.326 -0.462 -0.312 0.3339
H -1.881 -1.132 -1.884 0.2932
H 2.793 0.002 -0.505 0.2334
H 3.499 1.855 -0.345 0.2333
H 1.404 2.829 -0.364 0.2781
H -0.716 1.782 -0.707 0.3856
H 0.607 -0.985 -0.750 0.0127
H -0.569 0.747 3.103 0.3084
H 0.097 1.285 1.649 0.3808
O -0.652 1.404 2.370 -0.6655

19
Properties=species:S:1:pos:R:3:mulliken_charge:R:1 method="wB97M-V/def2-TZVPD" de_lowest_kcal_mol=40.12 e_homo_ev=-9.520 smiles="CCC/C=C/CO" total_energy_ev=-8462.614 gap_ev=10.60 total_charge=0
C -2.154 -0.444 2.217 -1.3389
C -1.122 -0.914 1.206 -0.3936
C -1.068 -0.072 -0.077 -0.5148
C 2.390 0.414 -1.957 -0.2414
O 3.252 1.371 -1.269 -0.5451
C 0.990 0.604 -1.472 -0.5189
C 0.325 -0.236 -0.679 -0.2460
H -1.814 0.376 2.866 0.3333
H -2.454 -1.174 2.976 0.3604
H -3.123 -0.068 1.873 0.3423
H -0.159 -0.853 1.720 0.3369
H -1.282 -1.966 0.967 0.3476
H -1.429 0.944 0.068 0.4166
H -1.652 -0.524 -0.893 0.2380
H 2.425 0.745 -3.002 0.2255
H 2.909 -0.509 -1.726 0.2625
H 2.793 1.979 -0.705 0.3084
H 0.589 1.609 -1.575 0.3640
H 0.586 -1.283 -0.539 0.2630

19
Properties=species:S:1:pos:R:3:mulliken_charge:R:1 method="wB97M-V/def2-TZVPD" de_lowest_kcal_mol=30.29 e_homo_ev=-9.901 smiles=C[C@@H]1C[C@@H]1[C@@H](C)O total_energy_ev=-8463.041 gap_ev=10.88 total_charge=0
C -1.851 1.072 0.078 -1.3936
C -0.343 1.235 0.150 0.3946
O -0.131 2.310 1.088 -0.5794
C 0.404 0.030 0.721 -0.2812
C -0.053 -1.407 0.776 -0.7989
C 1.172 -1.043 -0.014 0.2474
C 1.134 -1.178 -1.522 -1.4407
H -2.158 0.380 -0.714 0.3113
H -2.309 2.048 -0.110 0.3997
H -2.216 0.690 1.037 0.3193
H 0.059 1.530 -0.833 0.2313
H 0.789 2.600 1.035 0.3244
H 0.821 0.444 1.639 0.3906
H -0.929 -1.721 0.209 0.2284
H 0.073 -1.938 1.717 0.2587
H 2.124 -1.329 0.430 0.3956
H 0.131 -0.969 -1.913 0.2824
H 1.395 -2.200 -1.827 0.3878
H 1.837 -0.498 -2.017 0.3222